(1)
6 unconnected molecules or ions with the total composition C6H24N4O6, computed with the ωB97M-V functional and the def2-TZVPD basis.

Summary:
LUMO energy in eV: 0.399
Energy in Ha: -913.437782
Kohn-Sham gap in Ha: 0.3676
Charge: 0
Spin multiplicity: 1

Element x y z (Å)
O1 5.6106 6.0168 7.0962
O2 11.8604 10.1323 7.0641
O3 6.4396 10.3093 7.1912
O4 12.5648 7.1312 4.8620
O5 12.0078 6.6401 11.1848
O6 10.7088 7.6518 6.9843
N1 10.8023 5.7722 9.4748
N2 10.9759 4.6058 11.3521
N3 6.2532 8.5303 5.7846
N4 7.0380 10.3321 5.0422
C1 13.3364 6.6440 5.9574
C2 11.3288 5.7099 10.7290
C3 6.5047 9.7889 6.0650
C4 11.3575 10.7272 5.8291
C5 9.3272 7.7378 7.1494
C6 6.5076 5.0134 7.4730
H1 11.1177 8.4947 7.1938
H2 11.3405 4.6033 12.2940
H3 8.8125 6.7879 7.0047
H4 7.3931 4.9856 6.8380
H5 6.5395 8.2558 4.8557
H6 6.1141 4.0004 7.3883
H7 11.8427 7.6457 5.2302
H8 14.3607 6.5030 5.6124
H9 11.1101 9.8635 5.2119
H10 10.3528 4.9651 9.0664
H11 12.0774 11.3053 5.2498
H12 13.4108 7.4328 6.7059
H13 10.7138 3.7773 10.8374
H14 11.8565 10.8192 7.7348
H15 6.0162 7.9209 6.5544
H16 8.9410 8.4388 6.4094
H17 7.2396 11.3103 5.1925
H18 13.0232 5.7568 6.5077
H19 4.7869 5.8711 7.5673
H20 9.0733 8.1610 8.1213
H21 10.4585 11.3319 5.9485
H22 10.8842 6.6058 8.9104
H23 6.9650 5.2558 8.4322
H24 7.0596 9.9743 4.0980

In the Löwdin picture, each atom carries the following charge in e: atom 1 (O): -0.120, atom 2 (O): -0.123, atom 3 (O): 0.005, atom 4 (O): -0.126, atom 5 (O): 0.009, atom 6 (O): -0.154, atom 7 (N): 0.155, atom 8 (N): 0.148, atom 9 (N): 0.163, atom 10 (N): 0.153, atom 11 (C): -0.167, atom 12 (C): -0.715, atom 13 (C): -0.793, atom 14 (C): -0.098, atom 15 (C): -0.139, atom 16 (C): -0.170, atom 17 (H): 0.033, atom 18 (H): 0.117, atom 19 (H): 0.067, atom 20 (H): 0.067, atom 21 (H): 0.111, atom 22 (H): 0.084, atom 23 (H): 0.022, atom 24 (H): 0.075, atom 25 (H): 0.071, atom 26 (H): 0.095, atom 27 (H): 0.081, atom 28 (H): 0.068, atom 29 (H): 0.108, atom 30 (H): 0.093, atom 31 (H): 0.082, atom 32 (H): 0.066, atom 33 (H): 0.123, atom 34 (H): 0.071, atom 35 (H): 0.093, atom 36 (H): 0.097, atom 37 (H): 0.080, atom 38 (H): 0.071, atom 39 (H): 0.081, atom 40 (H): 0.118

(2)
7 unconnected molecules or ions with the total composition C6H24N8O14P, computed with the ωB97M-V functional and the def2-TZVPD basis.

Summary:
LUMO energy in eV: -3.656
Energy in Ha: -2075.047478
Kohn-Sham gap in Ha: 0.3540
Charge: +1
Spin multiplicity: 1

Element x y z (Å)
P1 -0.5122 0.0911 -0.2435
O1 3.1234 -1.8756 -5.4159
O2 -0.2358 1.5401 0.3594
O3 -2.5029 -4.0813 4.0480
O4 -1.9428 0.2613 -3.8825
O5 4.1327 2.1477 4.5733
O6 -5.5478 0.6374 -0.4409
O7 1.3222 -1.1550 -6.3653
O8 -3.2340 -2.0717 3.7797
O9 0.4547 0.0541 -1.4769
O10 -2.9383 1.9378 -4.7788
O11 4.6694 -0.2123 0.5237
O12 2.8068 0.4618 -0.2886
O13 -4.0358 0.0195 0.9481
O14 5.4940 0.5037 4.3054
N1 -2.1178 0.2633 -1.0318
N2 -2.3422 -2.8949 3.8880
N3 3.5312 0.1369 0.6516
N4 5.2432 1.6858 4.3867
N5 -2.2067 0.9878 -4.8387
N6 -0.5085 -1.0466 0.7795
N7 2.0033 -1.4416 -5.3897
N8 -5.1892 0.3594 0.6709
C1 1.3503 -1.2301 -4.0573
C2 -6.1537 0.4049 1.7990
C3 -0.9396 -2.4019 3.7917
C4 2.9626 0.1860 2.0240
C5 6.3668 2.6528 4.2404
C6 -1.5330 0.6545 -6.1212
H1 -6.1879 -0.5925 2.2289
H2 -2.8092 0.3088 -0.2387
H3 3.5633 0.8743 2.6062
H4 1.9347 0.5218 1.9579
H5 1.9640 -0.5293 -3.5019
H6 7.2764 2.0882 4.0778
H7 1.3271 -2.1932 -3.5543
H8 -7.1129 0.7112 1.4007
H9 0.3535 -0.8477 -4.2242
H10 -1.8279 -0.3534 -6.3970
H11 3.0260 -0.8161 2.4363
H12 -0.9985 1.9914 0.7399
H13 1.3460 0.3729 -1.2028
H14 -1.8234 1.3781 -6.8722
H15 -0.9765 -1.3309 3.6395
H16 -2.3604 -0.5290 -1.6265
H17 -0.4275 -2.6583 4.7140
H18 6.4127 3.2337 5.1563
H19 6.1342 3.2925 3.3948
H20 -0.4667 0.6877 -5.9171
H21 -5.7655 1.1153 2.5226
H22 -2.2146 1.1181 -1.5821
H23 -0.4824 -2.9052 2.9456
H24 -1.4052 -1.5134 0.8582

In the Löwdin picture, each atom carries the following charge in e: atom 1 (P): 0.455, atom 2 (O): 0.099, atom 3 (O): -0.100, atom 4 (O): 0.083, atom 5 (O): 0.000, atom 6 (O): 0.047, atom 7 (O): 0.125, atom 8 (O): 0.046, atom 9 (O): 0.038, atom 10 (O): -0.124, atom 11 (O): 0.113, atom 12 (O): 0.136, atom 13 (O): 0.006, atom 14 (O): 0.000, atom 15 (O): 0.074, atom 16 (N): 0.122, atom 17 (N): -0.454, atom 18 (N): -0.398, atom 19 (N): -0.454, atom 20 (N): -0.425, atom 21 (N): -0.103, atom 22 (N): -0.440, atom 23 (N): -0.406, atom 24 (C): 0.039, atom 25 (C): 0.082, atom 26 (C): 0.026, atom 27 (C): 0.074, atom 28 (C): 0.057, atom 29 (C): 0.066, atom 30 (H): 0.115, atom 31 (H): 0.069, atom 32 (H): 0.068, atom 33 (H): 0.080, atom 34 (H): 0.091, atom 35 (H): 0.098, atom 36 (H): 0.109, atom 37 (H): 0.107, atom 38 (H): 0.056, atom 39 (H): 0.114, atom 40 (H): 0.117, atom 41 (H): 0.099, atom 42 (H): 0.051, atom 43 (H): 0.106, atom 44 (H): 0.078, atom 45 (H): 0.132, atom 46 (H): 0.103, atom 47 (H): 0.104, atom 48 (H): 0.102, atom 49 (H): 0.086, atom 50 (H): 0.113, atom 51 (H): 0.127, atom 52 (H): 0.087, atom 53 (H): 0.005

(3)
7 unconnected molecules or ions with the total composition C6H24NO7, computed with the ωB97M-V functional and the def2-TZVPD basis.

Summary:
LUMO energy in eV: 3.280
Energy in Ha: -824.486169
Kohn-Sham gap in Ha: 0.3397
Charge: -1
Spin multiplicity: 1

Element x y z (Å)
O1 1.2540 -0.8060 -2.6254
O2 -2.0521 -2.5598 2.9161
O3 0.3734 -1.4816 3.2544
O4 -1.0464 0.3299 -3.1296
O5 2.0925 -1.5592 1.2073
O6 2.6087 -0.0182 -0.6641
O7 -3.2575 -0.8836 -2.2537
N1 0.5331 3.0169 -0.5683
C1 -0.9972 0.3135 0.7604
C2 0.8277 1.5781 -0.3506
C3 2.3771 1.3311 -0.4728
C4 0.3028 1.0525 0.9960
C5 -2.1761 0.8490 1.0995
C6 -0.8802 -1.0207 0.1225
H1 -1.1131 -2.2556 3.0350
H2 -2.2836 1.7782 1.5319
H3 0.1841 -0.5362 3.2093
H4 -3.1040 0.3606 0.9194
H5 -0.8796 1.1106 -2.6945
H6 0.2334 1.7965 1.7814
H7 -3.1651 -1.7149 -2.6876
H8 1.0232 -1.5536 2.5000
H9 -0.1903 -0.1667 -2.9232
H10 2.7862 1.7842 -1.3211
H11 -2.2888 -2.0817 2.1139
H12 2.8966 -1.9512 1.3713
H13 -1.8497 -1.4336 -0.2464
H14 -2.4926 -0.4028 -2.4969
H15 1.8293 -0.5544 -3.3506
H16 0.3882 1.0089 -1.1790
H17 -0.1404 -1.0391 -0.7428
H18 1.0726 0.3329 1.4133
H19 -0.4239 -1.7698 0.7836
H20 -0.4547 3.1892 -0.3705
H21 1.8404 -0.5101 -1.6886
H22 2.1763 -0.8689 0.3346
H23 2.8906 1.6894 0.4084
H24 1.1051 3.6459 0.0075

In the Löwdin picture, each atom carries the following charge in e: atom 1 (O): -0.183, atom 2 (O): -0.112, atom 3 (O): -0.089, atom 4 (O): -0.068, atom 5 (O): -0.144, atom 6 (O): -0.251, atom 7 (O): -0.059, atom 8 (N): 0.026, atom 9 (C): -0.355, atom 10 (C): -0.345, atom 11 (C): -0.273, atom 12 (C): -0.136, atom 13 (C): 0.054, atom 14 (C): -0.064, atom 15 (H): -0.016, atom 16 (H): 0.023, atom 17 (H): 0.040, atom 18 (H): 0.053, atom 19 (H): -0.018, atom 20 (H): 0.112, atom 21 (H): 0.015, atom 22 (H): 0.006, atom 23 (H): 0.006, atom 24 (H): 0.088, atom 25 (H): -0.007, atom 26 (H): -0.017, atom 27 (H): 0.084, atom 28 (H): -0.057, atom 29 (H): 0.028, atom 30 (H): 0.094, atom 31 (H): 0.087, atom 32 (H): 0.099, atom 33 (H): 0.067, atom 34 (H): 0.061, atom 35 (H): 0.042, atom 36 (H): 0.034, atom 37 (H): 0.109, atom 38 (H): 0.067

(4)
6 unconnected molecules or ions with the total composition C6H24O6, computed with the ωB97M-V functional and the def2-TZVPD basis.

Summary:
LUMO energy in eV: 0.648
Energy in Ha: -694.323013
Kohn-Sham gap in Ha: 0.3694
Charge: 0
Spin multiplicity: 1

Element x y z (Å)
O1 0.0125 0.4135 1.1678
O2 -2.5144 0.9671 2.2316
O3 1.4852 -2.0631 1.0821
O4 -0.4083 3.3998 4.2442
O5 2.6821 0.8603 -4.3601
O6 -0.1706 -2.7038 -3.1557
C1 2.5533 -0.5051 -3.9736
C2 1.2485 -2.7838 -0.1257
C3 0.0160 0.8772 -0.1734
C4 -1.3054 -1.8710 -3.4181
C5 -3.0646 1.7565 3.2691
C6 0.4614 2.2829 4.1010
H1 1.0854 -2.1115 -0.9691
H2 -1.4356 -1.1981 -2.5759
H3 1.5576 -0.6322 -3.5574
H4 -1.1540 -1.3046 -4.3410
H5 -2.8921 2.8017 3.0253
H6 0.7319 2.1821 3.0517
H7 0.0290 1.9710 -0.2396
H8 -0.1271 3.9111 5.0048
H9 -0.0243 1.3680 4.4483
H10 2.6998 -1.1722 -4.8249
H11 -4.1528 1.6379 3.3343
H12 0.3748 -3.4341 -0.0276
H13 3.2753 -0.7890 -3.1997
H14 -0.3807 -3.5854 -3.4717
H15 2.1347 -3.3807 -0.3316
H16 -2.9172 0.0954 2.2434
H17 -0.7330 0.8305 1.6262
H18 -2.6177 1.5339 4.2384
H19 3.3170 0.9228 -5.0766
H20 0.9512 -1.2588 1.0624
H21 -2.2101 -2.4660 -3.5587
H22 1.3858 2.4116 4.6699
H23 0.9337 0.5397 -0.6616
H24 -0.8272 0.4962 -0.7589

In the Löwdin picture, each atom carries the following charge in e: atom 1 (O): -0.149, atom 2 (O): -0.125, atom 3 (O): -0.133, atom 4 (O): -0.129, atom 5 (O): -0.126, atom 6 (O): -0.137, atom 7 (C): -0.156, atom 8 (C): -0.160, atom 9 (C): -0.137, atom 10 (C): -0.141, atom 11 (C): -0.142, atom 12 (C): -0.149, atom 13 (H): 0.049, atom 14 (H): 0.062, atom 15 (H): 0.055, atom 16 (H): 0.076, atom 17 (H): 0.081, atom 18 (H): 0.069, atom 19 (H): 0.085, atom 20 (H): 0.071, atom 21 (H): 0.076, atom 22 (H): 0.079, atom 23 (H): 0.082, atom 24 (H): 0.073, atom 25 (H): 0.077, atom 26 (H): 0.075, atom 27 (H): 0.075, atom 28 (H): 0.094, atom 29 (H): 0.038, atom 30 (H): 0.075, atom 31 (H): 0.067, atom 32 (H): 0.018, atom 33 (H): 0.078, atom 34 (H): 0.081, atom 35 (H): 0.079, atom 36 (H): 0.070

(5)
7 unconnected molecules or ions with the total composition C6H24O7, computed with the ωB97M-V functional and the def2-TZVPD basis.

Summary:
LUMO energy in eV: 0.072
Energy in Ha: -769.627089
Kohn-Sham gap in Ha: 0.3544
Charge: 0
Spin multiplicity: 1

Element x y z (Å)
O1 0.9309 1.9451 -2.3534
O2 1.1357 -3.1368 -0.6707
O3 -0.8834 -0.5599 -2.6343
O4 2.1669 -1.0468 -2.1038
O5 -3.1556 0.8589 -0.6744
O6 -2.6824 1.0954 1.8975
O7 -0.6543 2.8935 -0.3569
C1 1.6409 0.1029 0.4261
C2 1.3931 -0.7689 1.6351
C3 -1.1854 -0.9041 1.5155
C4 -2.5141 -0.2785 2.0494
C5 2.8091 0.6613 0.1494
C6 0.0180 -0.4927 2.3371
H1 -2.2562 -0.4270 3.1337
H2 2.1228 -0.4502 2.3926
H3 -1.8895 1.5756 1.6262
H4 -3.4875 1.0717 0.2138
H5 2.9190 1.0600 -0.8367
H6 -0.7819 -1.5081 -2.7641
H7 0.4353 1.1705 -2.6386
H8 0.6009 -2.3337 -0.6532
H9 1.9854 -2.7231 -0.8878
H10 -0.9410 3.7697 -0.6309
H11 1.8766 1.8102 -2.2926
H12 -1.8047 -0.4007 -2.3913
H13 -0.0627 -0.9386 3.3373
H14 0.0504 2.5272 -0.9226
H15 -3.3871 -0.8285 1.7293
H16 -1.0929 -0.5667 0.4756
H17 3.5937 0.4994 0.8714
H18 1.3429 -1.8363 1.4541
H19 0.8895 0.0792 -0.3816
H20 -0.0432 0.6318 2.5705
H21 1.5773 -0.9614 -2.8633
H22 -1.2735 -2.0005 1.5267
H23 -2.4929 1.5059 -0.9456
H24 3.0998 -1.0955 -2.3392

In the Löwdin picture, each atom carries the following charge in e: atom 1 (O): -0.041, atom 2 (O): -0.073, atom 3 (O): -0.040, atom 4 (O): -0.057, atom 5 (O): -0.073, atom 6 (O): -0.090, atom 7 (O): -0.069, atom 8 (C): -0.200, atom 9 (C): -0.185, atom 10 (C): -0.202, atom 11 (C): -0.263, atom 12 (C): 0.002, atom 13 (C): -0.215, atom 14 (H): 0.117, atom 15 (H): 0.111, atom 16 (H): 0.081, atom 17 (H): 0.021, atom 18 (H): 0.024, atom 19 (H): 0.052, atom 20 (H): 0.020, atom 21 (H): -0.003, atom 22 (H): 0.021, atom 23 (H): 0.046, atom 24 (H): 0.036, atom 25 (H): 0.044, atom 26 (H): 0.110, atom 27 (H): -0.009, atom 28 (H): 0.116, atom 29 (H): 0.089, atom 30 (H): 0.064, atom 31 (H): 0.096, atom 32 (H): 0.076, atom 33 (H): 0.135, atom 34 (H): 0.051, atom 35 (H): 0.125, atom 36 (H): 0.011, atom 37 (H): 0.074